{"formula": "C50H58N8OSTi", "method": "ωB97M-V/def2-TZVPD", "species": ["Ti", "C", "C", "C", "C", "C", "C", "C", "C", "C", "C", "C", "C", "C", "C", "C", "C", "N", "C", "C", "C", "N", "C", "C", "C", "N", "C", "C", "C", "C", "C", "C", "C", "C", "C", "C", "C", "C", "N", "C", "C", "H", "H", "H", "H", "H", "H", "H", "H", "H", "H", "H", "H", "H", "H", "H", "H", "H", "H", "H", "H", "H", "H", "H", "H", "H", "H", "H", "H", "H", "H", "H", "H", "H", "H", "H", "H", "H", "H", "H", "H", "H", "H", "H", "H", "S", "C", "N", "N", "C", "C", "C", "C", "C", "C", "N", "N", "C", "C", "C", "C", "C", "C", "H", "H", "H", "H", "H", "H", "H", "H", "H", "H", "H", "C", "O", "H", "H", "H"], "coordinates": [[0.373, 0.062, 0.657], [-5.867, -2.055, 1.009], [-5.392, -0.612, 0.822], [-4.010, -0.518, 0.254], [-3.654, -0.352, -1.072], [-4.569, -0.187, -2.246], [-4.775, 1.275, -2.645], [-2.243, -0.358, -1.106], [-1.489, -0.316, -2.299], [-0.157, -0.558, -2.379], [0.578, -0.698, -3.638], [-0.026, -0.504, -4.995], [-0.591, -1.800, -5.579], [1.831, -1.067, -3.320], [1.896, -1.146, -1.861], [2.993, -1.521, -1.163], [3.078, -1.593, 0.249], [2.063, -1.274, 1.109], [2.596, -1.448, 2.371], [1.844, -1.395, 3.561], [0.483, -1.320, 3.625], [-0.358, -1.191, 2.554], [-1.606, -1.082, 3.081], [-2.749, -0.835, 2.370], [-2.806, -0.627, 0.984], [-1.708, -0.507, 0.152], [-1.572, -1.215, 4.537], [-0.274, -1.355, 4.874], [0.316, -1.552, 6.235], [0.626, -3.020, 6.538], [-2.764, -1.120, 5.438], [-3.153, 0.331, 5.733], [3.947, -1.847, 2.297], [4.246, -1.965, 0.945], [5.538, -2.389, 0.321], [5.505, -3.810, -0.251], [4.844, -2.164, 3.452], [4.917, -3.660, 3.772], [0.680, -0.791, -1.313], [2.986, -1.333, -4.231], [3.300, -2.823, -4.395], [-6.861, -2.103, 1.465], [-5.170, -2.606, 1.643], [-5.905, -2.572, 0.047], [-5.438, -0.088, 1.782], [-6.087, -0.081, 0.164], [-5.539, -0.642, -2.016], [-4.176, -0.743, -3.103], [-5.166, 1.853, -1.805], [-5.466, 1.372, -3.490], [-3.825, 1.738, -2.920], [-2.035, -0.149, -3.218], [0.722, -0.094, -5.683], [-0.819, 0.246, -4.931], [0.194, -2.554, -5.672], [-1.033, -1.641, -6.566], [-1.360, -2.209, -4.920], [3.895, -1.744, -1.719], [2.386, -1.515, 4.492], [-3.690, -0.817, 2.909], [-0.370, -1.159, 6.992], [1.233, -0.963, 6.324], [-0.284, -3.622, 6.485], [1.062, -3.144, 7.534], [1.325, -3.423, 5.804], [-2.560, -1.644, 6.377], [-3.613, -1.638, 4.981], [-2.334, 0.851, 6.234], [-4.040, 0.391, 6.371], [-3.358, 0.867, 4.806], [6.338, -2.321, 1.066], [5.812, -1.687, -0.474], [5.301, -4.538, 0.537], [6.451, -4.079, -0.731], [4.708, -3.906, -0.991], [4.507, -1.626, 4.342], [5.853, -1.790, 3.245], [3.919, -4.048, 3.988], [5.560, -3.861, 4.635], [5.306, -4.218, 2.919], [3.863, -0.805, -3.844], [2.777, -0.897, -5.212], [3.470, -3.293, -3.425], [4.190, -2.977, -5.012], [2.464, -3.345, -4.865], [2.491, 1.467, -0.046], [1.766, 2.002, -1.538], [2.528, 2.197, -2.590], [1.771, 2.573, -3.731], [1.335, 3.825, -3.987], [0.473, 4.065, -5.078], [0.020, 5.340, -5.359], [0.406, 6.429, -4.581], [1.252, 6.192, -3.501], [1.713, 4.925, -3.193], [0.429, 2.296, -1.554], [-0.237, 1.850, -0.504], [-1.436, 2.566, -0.313], [-2.156, 2.432, 0.881], [-3.321, 3.151, 1.091], [-3.801, 4.033, 0.131], [-3.078, 4.190, -1.047], [-1.913, 3.476, -1.272], [1.327, 1.808, -4.210], [0.149, 3.224, -5.683], [-0.657, 5.483, -6.195], [0.039, 7.425, -4.795], [1.544, 7.017, -2.860], [2.337, 4.749, -2.328], [-1.796, 1.778, 1.659], [-3.856, 3.014, 2.026], [-4.715, 4.591, 0.298], [-3.423, 4.879, -1.810], [-1.349, 3.611, -2.184], [1.040, 2.240, 2.683], [0.429, 1.178, 2.022], [0.853, 3.177, 2.151], [2.119, 2.081, 2.724], [0.639, 2.302, 3.701]], "forces_ev_per_angstrom": [[0.193, -0.689, -0.344], [0.008, -0.055, 0.000], [-0.018, 0.029, 0.008], [-0.043, 0.041, -0.076], [-0.124, 0.015, 0.066], [0.002, -0.069, -0.027], [0.028, 0.080, 0.013], [0.232, -0.002, -0.035], [-0.215, 0.071, 0.059], [0.272, -0.155, -0.020], [-0.226, 0.067, 0.000], [0.062, 0.035, -0.002], [-0.056, -0.049, 0.014], [0.179, -0.010, 0.121], [-0.217, 0.033, -0.148], [0.132, -0.011, 0.167], [-0.148, 0.000, -0.200], [0.245, 0.124, 0.122], [-0.249, 0.006, -0.103], [0.150, -0.022, -0.012], [-0.148, -0.065, 0.016], [0.066, 0.193, -0.091], [0.019, -0.045, 0.110], [-0.089, 0.017, -0.067], [0.224, -0.033, 0.060], [-0.231, 0.192, -0.105], [-0.091, 0.030, -0.102], [0.129, -0.012, 0.001], [0.002, 0.043, 0.004], [0.000, -0.046, -0.016], [-0.008, -0.049, 0.008], [0.000, 0.054, 0.004], [0.111, -0.082, -0.055], [0.043, 0.011, 0.097], [0.034, 0.038, 0.011], [-0.031, -0.039, -0.012], [0.015, 0.031, 0.035], [-0.030, -0.031, -0.010], [0.019, 0.036, -0.213], [-0.002, 0.034, -0.025], [-0.007, -0.034, 0.006], [0.000, 0.015, -0.013], [-0.003, 0.022, 0.003], [0.002, 0.014, 0.004], [0.017, -0.008, 0.006], [-0.006, -0.011, -0.006], [-0.007, 0.014, 0.007], [-0.004, -0.005, -0.005], [-0.004, -0.013, 0.004], [0.004, -0.016, 0.009], [0.003, -0.019, 0.006], [0.013, 0.002, 0.001], [0.027, -0.041, 0.023], [-0.014, 0.008, -0.014], [0.005, 0.021, -0.005], [0.002, 0.019, 0.004], [0.012, 0.009, 0.001], [-0.011, 0.009, -0.010], [-0.007, 0.017, 0.006], [0.014, 0.008, 0.006], [-0.013, -0.017, -0.001], [0.005, -0.003, 0.003], [-0.001, 0.015, 0.005], [0.001, 0.013, -0.003], [-0.005, 0.016, 0.000], [0.014, 0.017, 0.010], [-0.004, 0.005, -0.010], [-0.001, -0.014, -0.001], [0.003, -0.017, -0.003], [0.004, -0.017, 0.000], [-0.006, -0.010, 0.007], [-0.010, -0.015, -0.019], [-0.001, 0.007, -0.005], [0.004, 0.018, 0.015], [0.008, 0.012, 0.009], [-0.002, 0.014, -0.002], [0.006, -0.024, -0.009], [0.010, 0.007, 0.000], [-0.003, 0.011, -0.005], [-0.004, 0.011, 0.005], [0.000, -0.023, 0.012], [0.003, -0.008, 0.006], [0.007, 0.015, -0.004], [-0.009, 0.008, -0.006], [0.001, 0.012, 0.002], [-0.141, -0.199, -0.050], [-0.116, 0.081, -0.053], [-0.025, 0.159, 0.061], [0.206, -0.092, -0.148], [-0.064, -0.026, 0.104], [0.019, 0.019, -0.004], [0.022, 0.002, 0.001], [0.007, -0.063, -0.008], [0.012, 0.034, 0.046], [-0.047, 0.010, -0.026], [0.275, -0.158, 0.051], [-0.453, 0.288, -0.077], [0.255, -0.172, -0.013], [-0.108, 0.052, 0.025], [0.037, -0.042, -0.035], [-0.015, 0.011, 0.004], [0.036, -0.025, -0.034], [-0.083, 0.030, -0.014], [-0.160, -0.060, 0.050], [-0.002, 0.004, 0.004], [0.003, 0.012, -0.005], [0.004, -0.003, 0.002], [0.006, 0.007, -0.014], [0.006, -0.019, -0.004], [0.039, -0.064, 0.004], [-0.011, 0.011, -0.007], [0.003, 0.004, -0.001], [-0.011, -0.001, 0.011], [0.003, -0.006, 0.006], [-0.199, -0.045, -0.205], [0.173, 0.393, 0.991], [0.010, 0.046, 0.004], [0.031, 0.021, 0.024], [0.001, 0.037, 0.016]], "mulliken_spin": [-0.08, 0.01, 0.01, 0.04, 0.03, 0.01, 0.01, 0.08, 0.09, 0.00, 0.01, -0.01, 0.00, -0.04, 0.01, 0.07, 0.08, 0.00, 0.03, 0.10, -0.05, 0.14, -0.04, 0.13, 0.03, 0.00, -0.03, -0.02, 0.00, 0.00, 0.00, 0.00, 0.06, 0.02, 0.01, 0.01, 0.02, 0.01, 0.11, 0.00, 0.00, 0.00, 0.00, 0.00, 0.00, 0.00, 0.00, 0.00, 0.00, 0.00, 0.00, 0.01, 0.00, 0.00, 0.00, 0.00, 0.00, 0.03, 0.03, 0.04, 0.00, 0.00, 0.00, 0.00, 0.00, 0.00, 0.00, 0.00, 0.00, 0.00, 0.00, 0.00, 0.00, 0.00, 0.00, 0.00, 0.00, 0.00, 0.00, 0.00, 0.00, 0.00, 0.00, 0.00, 0.00, 0.04, -0.06, 0.18, 0.01, 0.03, 0.00, 0.00, 0.00, 0.00, -0.01, 0.42, 0.32, -0.13, 0.08, -0.07, 0.08, -0.05, 0.14, -0.01, 0.00, 0.00, 0.00, 0.00, 0.00, 0.03, 0.00, 0.01, 0.00, 0.02, 0.00, 0.02, 0.00, 0.00, 0.00], "e_homo_ev": [0.1411, -1.3484], "multiplicity": 3, "total_energy_ev": -100714.65659, "total_charge": -2, "gap_ev": [4.095, 5.552], "de_lowest_kcal_mol": 0.0}

{"formula": "C31H48Cl15NO7", "method": "ωB97M-V/def2-TZVPD", "species": ["C", "O", "C", "C", "C", "C", "C", "C", "C", "C", "C", "C", "O", "O", "O", "C", "O", "O", "C", "C", "C", "C", "C", "O", "C", "C", "C", "C", "C", "N", "C", "C", "C", "C", "H", "H", "H", "H", "H", "H", "H", "H", "H", "H", "H", "H", "H", "H", "H", "H", "H", "H", "H", "H", "H", "H", "H", "H", "H", "H", "H", "H", "H", "H", "H", "H", "H", "H", "H", "H", "H", "H", "H", "H", "H", "H", "H", "C", "Cl", "Cl", "Cl", "H", "C", "Cl", "Cl", "Cl", "H", "C", "Cl", "Cl", "Cl", "H", "C", "Cl", "Cl", "Cl", "H", "C", "Cl", "Cl", "Cl", "H"], "coordinates": [[-5.906, -4.895, -3.966], [-4.597, -5.207, -4.401], [-3.720, -4.105, -4.266], [-2.290, -4.549, -4.540], [-1.436, -3.520, -5.289], [-1.723, -2.064, -4.890], [-0.462, -1.163, -4.896], [-0.097, -0.597, -3.507], [-0.623, 0.828, -3.252], [-1.441, 0.993, -1.982], [-2.739, 0.100, -2.031], [-2.901, -1.026, -1.059], [-3.746, -1.029, -0.215], [-2.076, -2.077, -1.213], [-2.004, 2.339, -1.955], [-2.290, 2.603, -0.666], [-2.953, 3.503, -0.301], [-1.692, 1.707, 0.141], [-0.666, 1.080, -0.666], [0.468, 2.132, -0.790], [0.945, 2.657, 0.577], [0.331, 3.991, 1.027], [-0.098, 3.969, 2.500], [-0.691, 2.754, 2.900], [-2.110, 2.783, 3.003], [-0.027, -0.170, -0.062], [-0.587, -0.577, 1.311], [0.133, -1.849, 1.814], [0.749, -1.735, 3.208], [2.141, -1.319, 3.194], [3.154, -2.005, 3.829], [4.353, -1.327, 3.630], [4.062, -0.183, 2.837], [2.691, -0.223, 2.591], [-6.626, -5.420, -4.583], [-6.117, -3.828, -4.032], [-6.026, -5.200, -2.925], [-4.038, -3.288, -4.916], [-3.786, -3.730, -3.238], [-2.342, -5.493, -5.076], [-1.804, -4.754, -3.587], [-1.617, -3.635, -6.357], [-0.389, -3.751, -5.112], [-2.136, -2.073, -3.887], [-2.442, -1.639, -5.584], [-0.543, -0.362, -5.625], [0.368, -1.801, -5.188], [-0.437, -1.318, -2.772], [0.987, -0.592, -3.428], [0.226, 1.495, -3.143], [-1.226, 1.168, -4.089], [-2.810, -0.296, -3.040], [-3.600, 0.737, -1.896], [-2.190, -2.607, -0.409], [0.159, 2.984, -1.393], [1.317, 1.693, -1.302], [0.812, 1.912, 1.351], [2.017, 2.813, 0.459], [1.081, 4.773, 0.942], [-0.503, 4.251, 0.380], [0.797, 4.092, 3.109], [-0.754, 4.819, 2.682], [-2.561, 3.520, 2.347], [-2.478, 1.798, 2.728], [-2.372, 2.956, 4.042], [-0.098, -1.024, -0.723], [1.031, 0.008, 0.097], [-0.461, 0.246, 2.012], [-1.658, -0.750, 1.242], [-0.629, -2.625, 1.885], [0.876, -2.187, 1.096], [0.704, -2.675, 3.744], [0.177, -1.002, 3.777], [3.021, -2.906, 4.397], [5.311, -1.617, 4.018], [4.752, 0.569, 2.506], [2.142, 0.494, 2.009], [7.773, -1.161, 6.361], [6.560, -1.612, 7.560], [8.085, -2.496, 5.251], [7.277, 0.283, 5.480], [8.693, -0.936, 6.882], [-3.153, 2.828, 7.432], [-4.047, 3.906, 6.360], [-2.305, 1.583, 6.515], [-2.028, 3.741, 8.438], [-3.864, 2.339, 8.083], [-4.674, 6.427, -1.264], [-5.102, 6.065, -2.938], [-2.978, 6.874, -1.133], [-5.715, 7.697, -0.613], [-4.825, 5.530, -0.678], [8.067, -2.275, 0.904], [8.337, -3.938, 1.436], [6.422, -1.768, 1.275], [9.241, -1.184, 1.643], [8.208, -2.240, -0.168], [4.438, 0.620, -2.421], [3.025, 1.094, -3.372], [4.134, 0.848, -0.699], [4.879, -1.053, -2.757], [5.266, 1.253, -2.709]], "forces_ev_per_angstrom": [[0.145, -0.068, 0.173], [-0.038, 0.126, -0.280], [-0.019, -0.144, 0.389], [0.028, 0.166, 0.116], [-0.458, -0.108, -0.191], [0.602, 0.216, -0.208], [0.056, -0.529, 0.534], [0.003, -0.007, -0.557], [0.238, -0.085, 0.652], [-0.673, -0.175, -0.436], [0.746, -0.214, -0.204], [-0.282, 0.183, -0.153], [-0.424, -0.007, 0.688], [0.409, -0.065, -0.118], [-0.102, -0.047, -0.324], [0.587, -0.720, -0.314], [-1.005, 1.155, 0.498], [-0.001, -0.171, 0.312], [1.175, 0.391, -0.454], [-0.093, 0.144, 0.295], [0.449, 0.252, -0.458], [-0.177, -0.533, 0.182], [0.337, 0.004, -0.202], [-0.231, 0.055, -0.181], [0.356, -0.367, 0.210], [-0.711, -0.129, 0.899], [0.419, -0.124, -0.367], [-0.696, 0.011, 0.300], [0.055, 0.583, -0.294], [0.856, -0.379, 0.270], [1.066, 0.750, -0.212], [-1.063, -0.078, -0.019], [-1.105, -0.762, 0.312], [0.945, 0.458, -0.109], [-0.029, -0.177, -0.076], [0.017, 0.141, -0.096], [-0.119, -0.003, 0.126], [-0.054, 0.011, -0.248], [-0.059, 0.155, 0.080], [0.091, -0.068, -0.148], [0.000, -0.147, 0.148], [0.139, 0.016, -0.144], [0.169, -0.043, -0.022], [-0.224, 0.118, 0.123], [-0.368, -0.018, 0.146], [0.037, 0.108, -0.120], [0.171, 0.082, -0.294], [-0.137, 0.023, 0.221], [0.014, 0.071, 0.112], [0.025, 0.241, -0.348], [-0.129, 0.096, -0.082], [0.009, -0.152, -0.127], [-0.125, 0.123, 0.154], [-0.122, -0.242, -0.123], [-0.075, 0.047, -0.098], [0.009, -0.263, -0.102], [-0.116, -0.117, 0.117], [0.171, -0.091, 0.200], [-0.035, 0.249, -0.170], [-0.178, 0.119, 0.020], [0.062, 0.030, 0.167], [-0.119, 0.070, 0.204], [-0.043, 0.124, -0.125], [-0.075, -0.070, -0.117], [-0.233, 0.260, 0.098], [-0.045, 0.004, -0.229], [0.215, 0.126, -0.176], [0.025, 0.138, 0.095], [-0.130, 0.013, 0.071], [0.051, -0.258, -0.075], [0.180, -0.063, -0.031], [0.074, -0.193, 0.027], [-0.102, -0.002, 0.164], [-0.420, -0.104, -0.025], [0.075, -0.096, 0.060], [0.037, 0.142, -0.092], [-0.397, -0.097, 0.078], [-0.061, -0.003, -0.041], [0.013, 0.004, 0.001], [0.001, -0.003, -0.031], [0.026, 0.008, -0.005], [0.011, -0.003, 0.015], [0.049, 0.029, -0.022], [-0.015, -0.017, 0.006], [-0.009, -0.017, 0.054], [-0.008, -0.013, 0.011], [-0.011, -0.008, 0.010], [0.026, -0.088, 0.024], [-0.006, -0.008, -0.001], [0.057, 0.062, -0.002], [-0.003, -0.005, 0.006], [0.034, -0.036, -0.011], [-0.103, 0.028, 0.060], [0.037, -0.010, -0.014], [0.152, -0.029, -0.100], [0.016, 0.004, -0.018], [0.010, -0.015, -0.014], [-0.060, -0.067, 0.104], [0.192, 0.097, -0.082], [0.007, -0.020, -0.016], [0.013, 0.005, -0.016], [0.001, 0.020, -0.008]], "lowdin_charge": [-0.11, -0.18, -0.25, -0.16, -0.19, -0.20, -0.17, -0.17, -0.09, -0.30, 0.04, -0.53, 0.13, 0.09, 0.09, -0.58, 0.16, 0.11, -0.30, -0.11, -0.16, -0.14, -0.22, -0.21, -0.09, -0.09, -0.16, -0.15, -0.13, -0.11, -0.08, -0.16, -0.14, -0.10, 0.08, 0.08, 0.09, 0.12, 0.11, 0.11, 0.11, 0.11, 0.10, 0.07, 0.11, 0.11, 0.10, 0.09, 0.06, 0.08, 0.13, 0.12, 0.14, 0.13, 0.13, 0.05, 0.08, 0.10, 0.11, 0.10, 0.12, 0.12, 0.08, 0.09, 0.02, 0.10, 0.10, 0.10, 0.10, 0.11, 0.12, 0.12, 0.13, 0.11, 0.04, 0.08, 0.09, -1.55, 0.52, 0.52, 0.53, 0.01, -1.55, 0.53, 0.54, 0.53, 0.01, -1.56, 0.52, 0.53, 0.52, 0.00, -1.54, 0.52, 0.58, 0.52, 0.01, -1.51, 0.59, 0.57, 0.54, 0.01], "e_homo_ev": -8.1375, "multiplicity": 1, "total_energy_ev": -236583.53245, "total_charge": 0, "gap_ev": 8.401}

{"formula": "C3H6Cl2O", "method": "ωB97M-V/def2-TZVPD", "species": ["C", "C", "C", "O", "Cl", "Cl", "H", "H", "H", "H", "H", "H"], "coordinates": [[-0.639, 0.827, -0.672], [0.141, 1.335, 0.466], [1.051, -0.844, 1.694], [1.393, -1.722, 0.789], [1.442, 2.220, 0.012], [-0.260, -1.386, 2.791], [-1.195, 1.593, -1.257], [-1.346, -0.090, -0.379], [0.174, 0.271, -1.308], [-0.228, 1.374, 1.446], [1.923, -0.499, 2.187], [0.717, -2.269, 0.598]], "forces_ev_per_angstrom": [[-0.098, -3.665, -0.710], [-1.185, -1.910, 0.060], [-1.357, 1.107, 0.637], [3.885, 1.425, -0.354], [1.934, 1.442, -0.102], [0.501, 0.325, -0.342], [0.428, -0.549, 0.284], [1.164, 2.279, -0.373], [-1.632, 1.218, 0.420], [-0.382, 0.553, 1.033], [0.461, 0.762, 0.749], [-3.719, -2.987, -1.300]], "lowdin_charge": [-0.22, -0.76, -0.63, -0.01, 0.69, 0.55, 0.07, 0.11, 0.09, 0.02, 0.06, 0.03], "e_homo_ev": [-7.6739, -7.9532], "multiplicity": 1, "total_energy_ev": -30296.79413, "total_charge": 0, "gap_ev": [8.195, 8.476], "de_lowest_kcal_mol": 90.3}